{"formula": "C24H32Cl2IrN3O4PS3Te", "method": "ωB97M-V with the def2-TZVPD basis set", "charge": 1, "homo_ev": [-9.67, -10.38], "gap_ev": [7.5, 6.4], "multiplicity": 5, "e_tot_ev": -115036.1990, "relative_energy_kj_mol": 47.5, "species": ["Ir", "C", "C", "N", "C", "C", "S", "C", "C", "S", "C", "N", "C", "H", "H", "H", "H", "H", "H", "H", "H", "Cl", "C", "C", "C", "C", "C", "Cl", "C", "S", "H", "H", "H", "C", "C", "O", "P", "O", "Te", "O", "C", "C", "H", "H", "H", "H", "H", "H", "H", "H", "H", "H", "O", "C", "C", "C", "C", "C", "C", "N", "H", "H", "H", "H", "H", "H", "H", "H", "H", "H", "H"], "coordinates": [[0.20, -0.84, -0.40], [0.22, -4.13, 1.86], [1.38, -3.85, 0.97], [1.41, -2.94, 0.03], [2.62, -2.93, -0.62], [3.52, -3.84, -0.18], [2.85, -4.73, 1.11], [2.81, -1.98, -1.72], [3.86, -1.95, -2.57], [3.65, -0.69, -3.70], [2.16, -0.27, -2.99], [1.84, -1.02, -1.96], [1.37, 0.85, -3.56], [-0.06, -3.24, 2.41], [0.46, -4.93, 2.57], [-0.64, -4.44, 1.27], [4.52, -4.02, -0.53], [4.72, -2.60, -2.60], [1.90, 1.32, -4.38], [1.14, 1.59, -2.80], [0.42, 0.46, -3.93], [-0.67, 0.74, 1.82], [-2.38, 0.41, 1.74], [-3.23, 1.29, 2.40], [-4.59, 1.07, 2.36], [-5.10, -0.01, 1.66], [-4.24, -0.88, 1.01], [-4.92, -2.23, 0.16], [-2.85, -0.70, 1.04], [-1.79, -1.89, 0.30], [-2.81, 2.13, 2.94], [-5.26, 1.74, 2.88], [-6.16, -0.20, 1.61], [-4.03, 3.51, -1.45], [-3.47, 2.42, -0.57], [-3.31, 1.18, -1.32], [-1.96, 0.86, -2.07], [-0.73, 1.17, -1.27], [-2.09, -1.46, -2.74], [-1.94, 1.78, -3.37], [-3.02, 1.73, -4.33], [-2.82, 2.87, -5.31], [-4.23, 4.40, -0.84], [-4.98, 3.20, -1.90], [-3.34, 3.79, -2.24], [-4.15, 2.16, 0.24], [-2.50, 2.69, -0.15], [-3.97, 1.82, -3.80], [-2.99, 0.76, -4.84], [-2.85, 3.83, -4.80], [-3.61, 2.85, -6.06], [-1.86, 2.77, -5.81], [2.16, 0.04, 0.70], [3.11, -0.38, 1.35], [4.38, 0.42, 1.49], [4.15, 1.28, 2.76], [3.65, 0.55, 4.02], [2.19, 0.04, 3.97], [2.01, -1.30, 3.25], [3.02, -1.46, 2.19], [4.55, 1.05, 0.62], [5.23, -0.25, 1.63], [3.44, 2.06, 2.51], [5.10, 1.78, 2.99], [3.72, 1.27, 4.84], [4.33, -0.26, 4.29], [1.58, 0.81, 3.47], [1.80, -0.04, 4.98], [1.02, -1.38, 2.81], [2.14, -2.14, 3.94], [3.92, -1.67, 2.60]]}



{"formula": "C3H5N3O", "method": "ωB97M-V with the def2-TZVPD basis set", "homo_ev": -9.20, "gap_ev": 10.0, "e_tot_ev": -9708.3172, "smiles": "Nc1conc1N", "relative_energy_kj_mol": 218.7, "species": ["N", "C", "C", "O", "N", "C", "N", "H", "H", "H", "H", "H"], "coordinates": [[0.52, 1.74, -0.03], [0.49, 0.33, -0.05], [1.62, -0.40, -0.20], [1.38, -1.70, -0.15], [0.01, -1.89, 0.05], [-0.52, -0.69, 0.11], [-1.87, -0.54, 0.39], [0.17, 2.24, -0.83], [0.30, 2.18, 0.85], [2.62, -0.03, -0.34], [-2.34, 0.17, -0.16], [-2.37, -1.42, 0.36]]}